1.
C4H4N2O5 | wB97M-V/def2-TZVPD

Last column: natural (NBO) charge in e.
Atoms and positions in Å:
C (0.974, -1.502, -1.798)  0.8290
C (0.034, 2.573, 0.068)  0.8131
C (-0.342, -1.193, 0.209)  -0.2920
C (-0.735, -0.103, 1.130)  -0.0600
N (0.150, -0.644, -0.946)  -0.4254
N (0.847, 1.303, 0.314)  -0.1013
O (1.452, -1.017, -2.827)  -0.7668
O (0.729, 3.412, -0.520)  -0.7333
O (0.931, -2.678, -1.369)  -0.8043
O (-1.077, 2.613, 0.601)  -0.7813
O (0.416, 0.603, 1.408)  -0.3879
H (0.537, -1.705, 0.749)  0.1636
H (-1.249, -1.777, 0.043)  0.2035
H (-1.433, 0.609, 0.727)  0.2241
H (-1.234, -0.493, 2.211)  0.1190

Calculated values
* relative energy (zero: lowest compared OMol25 entry of this formula, charge and spin): 84.16 kcal per mole
* gap between HOMO and LUMO (spin up / spin down): 6.9155 / 6.9022 eV
* net charge: -2
* DFT total energy: -17425.30985 eV
* E_HOMO (spin up / spin down): -0.0260 / -0.0257 Ha

2.
C5H11O | wB97M-V/def2-TZVPD

Last column: natural (NBO) charge in e.
Atoms and positions in Å:
C (0.731, 0.088, -2.522)  -0.4727
C (-0.376, -0.570, -2.229)  -0.0610
C (0.297, 1.174, 1.636)  -0.2721
C (0.736, -1.209, 0.787)  -0.2618
C (-0.961, 0.101, -0.062)  -0.1528
O (0.249, 0.178, 0.577)  -0.3370
H (1.041, 0.270, -3.624)  0.2601
H (1.262, 0.880, -1.982)  0.2289
H (-1.081, -1.178, -2.678)  0.2126
H (1.266, 1.639, 1.528)  0.2377
H (-0.358, 1.947, 1.320)  0.2257
H (-0.074, 0.881, 2.693)  0.2500
H (0.732, -1.605, -0.199)  0.2446
H (1.802, -1.080, 1.096)  0.2328
H (0.266, -1.871, 1.489)  0.2366
H (-1.544, 1.085, -0.057)  0.2319
H (-1.498, -0.781, 0.218)  0.1964

Calculated values
* relative energy (zero: lowest compared OMol25 entry of this formula, charge and spin): 111.28 kcal per mole
* gap between HOMO and LUMO: 9.7258 eV
* net charge: +1
* DFT total energy: -7397.42578 eV
* E_HOMO: -0.4957 Ha

3.
C36H33AsAuGeNO3S2 | wB97M-V/def2-TZVPD

Last column: Löwdin charge in e.
Atoms and positions in Å:
Au (-0.348, 0.076, 0.154)  0.5863
S (-2.788, 0.946, 0.498)  0.4746
C (-3.134, -0.722, 0.398)  -1.1644
N (-2.201, -1.627, 0.253)  -0.0460
C (-2.695, -2.907, 0.200)  -0.3178
C (-1.952, -4.084, 0.097)  -0.0302
C (-2.610, -5.304, 0.059)  -0.1157
C (-4.003, -5.389, 0.110)  -0.1360
C (-4.762, -4.231, 0.222)  -0.1280
C (-4.102, -3.012, 0.279)  -0.5006
S (-4.773, -1.416, 0.462)  0.9327
H (-0.869, -4.037, 0.074)  0.1004
H (-2.023, -6.214, -0.006)  0.0888
H (-4.493, -6.356, 0.075)  0.0806
H (-5.845, -4.273, 0.267)  0.0910
O (0.688, 4.391, -2.182)  0.0239
C (1.152, 4.911, -1.042)  -0.2912
C (1.515, 6.261, -1.003)  -0.0425
C (1.992, 6.826, 0.167)  -0.1286
C (2.133, 6.046, 1.311)  -0.1252
C (1.782, 4.703, 1.270)  -0.0335
C (1.280, 4.123, 0.115)  -0.0720
C (0.830, 2.686, 0.115)  -0.6653
O (0.828, 2.047, 1.180)  -0.1055
O (0.454, 2.201, -1.017)  -0.1426
H (0.494, 3.410, -1.937)  0.0613
H (1.416, 6.853, -1.906)  0.1002
H (2.257, 7.877, 0.181)  0.0839
H (2.513, 6.485, 2.226)  0.0804
H (1.885, 4.057, 2.134)  0.1096
C (5.262, 0.051, -0.809)  -0.3646
As (3.396, 0.703, -0.570)  1.1603
C (3.233, 1.248, -2.463)  -0.3494
C (2.541, -1.077, -0.814)  -0.5234
H (5.311, -0.797, -1.499)  0.0101
H (5.687, -0.249, 0.150)  -0.0226
H (5.872, 0.867, -1.204)  0.0020
H (3.841, 0.606, -3.107)  0.0061
H (3.546, 2.286, -2.595)  0.0084
H (2.185, 1.174, -2.753)  0.0109
H (2.364, -1.160, -1.889)  0.0490
H (0.700, -2.181, -0.637)  -0.0048
H (3.347, -1.792, -0.571)  0.0174
C (1.236, -1.409, -0.073)  -0.5207
Ge (1.470, -2.025, 1.746)  0.9333
C (-0.187, -2.101, 2.810)  -0.2635
C (-0.793, -3.317, 3.123)  -0.1328
C (-2.046, -3.362, 3.729)  -0.1068
C (-2.709, -2.184, 4.038)  -0.1079
C (-2.114, -0.962, 3.745)  -0.1001
C (-0.867, -0.923, 3.137)  -0.1479
C (2.855, -0.964, 2.665)  -0.2527
C (2.554, 0.026, 3.600)  -0.0904
C (3.561, 0.752, 4.225)  -0.0969
C (4.893, 0.504, 3.921)  -0.1160
C (5.210, -0.475, 2.990)  -0.1190
C (4.199, -1.207, 2.378)  -0.1419
C (2.208, -3.885, 1.755)  -0.2594
C (2.646, -4.458, 0.562)  -0.1095
C (3.215, -5.729, 0.528)  -0.1071
C (3.342, -6.467, 1.696)  -0.1260
C (2.900, -5.920, 2.895)  -0.1130
C (2.354, -4.642, 2.922)  -0.1215
H (-0.295, -4.247, 2.871)  0.0819
H (-2.512, -4.321, 3.929)  0.0920
H (-3.699, -2.217, 4.479)  0.0905
H (-2.635, -0.036, 3.957)  0.0972
H (-0.439, 0.040, 2.877)  0.0719
H (1.520, 0.234, 3.845)  0.0857
H (3.304, 1.522, 4.944)  0.0927
H (5.680, 1.060, 4.416)  0.0867
H (6.249, -0.667, 2.746)  0.0905
H (4.461, -1.992, 1.674)  0.0942
H (2.523, -3.897, -0.360)  0.0851
H (3.560, -6.146, -0.412)  0.0900
H (3.776, -7.460, 1.677)  0.0853
H (2.986, -6.498, 3.810)  0.0884
H (2.025, -4.220, 3.867)  0.0997

Calculated values
* relative energy (zero: lowest compared OMol25 entry of this formula, charge and spin): 0.00 kcal per mole
* gap between HOMO and LUMO: 4.7761 eV
* net charge: -2
* DFT total energy: -188219.60126 eV
* E_HOMO: -0.0163 Ha

Among the records above, which one has the highest net charge?
C5H11O

What is the formula in the second record?
C5H11O